# 1
# C2H5NSi

A 2-piece molecular cluster, C2H5NSi overall at a distorted geometry (ωB97M-V with the def2-TZVPD basis set, the OMol25 dataset).

Last column: natural (NBO) charge in e.
Element x y z (Å)
C (-1.15, 0.32, -0.04)  0.2581
C (-0.13, 0.21, -1.05)  -1.0072
N (-1.30, 0.64, 1.05)  -0.3134
Si (1.76, 0.32, -0.36)  0.8249
H (-0.29, -0.71, -1.56)  0.2476
H (-0.33, 1.00, -1.76)  0.2690
H (0.29, -1.68, 1.69)  -0.0063
H (-0.25, -1.42, 1.28)  0.0040
H (1.39, 1.33, 0.74)  -0.2768

highest occupied orbital energy	-9.10	eV
electronic energy	-423.3046	a.u.
ΔE to the lowest compared entry with this formula, charge and spin	299.26	kJ/mol
gap between HOMO and LUMO	7.89	eV

=====

# 2
# C3H3NO2S

A 2-piece molecular cluster, C3H3NO2S overall at a distorted geometry (ωB97M-V with the def2-TZVPD basis set, the OMol25 dataset).

Last column: natural (NBO) charge in e.
Element x y z (Å)
O (0.10, -1.84, 1.33)  -0.4951
C (-0.08, -0.71, 1.33)  0.8594
N (-0.29, 0.40, 1.73)  -0.7108
S (-1.07, 1.77, 1.06)  0.1969
H (-0.38, 2.90, 1.25)  0.1268
C (0.25, -0.04, -1.09)  -0.8598
C (0.50, -1.29, -1.45)  0.7590
O (0.80, -2.43, -1.65)  -0.4382
H (-0.70, 0.42, -1.25)  0.2818
H (0.87, 0.80, -1.26)  0.2801

highest occupied orbital energy	-9.37	eV
electronic energy	-719.4455	a.u.
SMILES string	O=C=NS.C=C=O
ΔE to the lowest compared entry with this formula, charge and spin	353.80	kJ/mol
gap between HOMO and LUMO	9.64	eV

=====

# 3
# C2H4InN2O4

C2H4InN2O4 as an isolated structure at a distorted geometry (ωB97M-V with the def2-TZVPD basis set, the OMol25 dataset).

Last column: natural (NBO) charge in e.
Element x y z (Å)
In (1.95, 2.86, 2.32)  0.9993
C (-1.61, 4.36, 6.39)  0.8702
O (-2.30, 4.61, 7.41)  -0.1989
O (-1.57, 3.21, 6.00)  -0.3527
O (-0.83, 5.23, 6.07)  -0.3180
C (0.76, -2.05, -3.12)  0.7664
O (1.07, -1.07, -2.46)  -0.6689
N (-0.38, -2.68, -3.15)  -0.8164
N (1.35, -2.77, -4.07)  -0.8403
H (-1.19, -2.34, -2.64)  0.3918
H (-0.53, -3.22, -3.99)  0.3806
H (1.03, -3.68, -4.37)  0.3931
H (2.26, -2.46, -4.39)  0.3938

highest occupied orbital energy	-11.89	eV
electronic energy	-678.7743	a.u.
net charge	+1
ΔE to the lowest compared entry with this formula, charge and spin	185.75	kJ/mol
gap between HOMO and LUMO	4.06	eV

=====

# 4
# C25H57F2NO11

A 7-piece molecular cluster, C25H57F2NO11 overall (ωB97M-V with the def2-TZVPD basis set, the OMol25 dataset).

Last column: Löwdin charge in e.
Element x y z (Å)
C (2.59, -0.95, 1.68)  -0.0680
C (2.34, 0.55, 1.46)  -0.2022
C (1.45, 0.92, 0.26)  -0.1337
O (0.51, -0.10, -0.15)  -0.0341
C (-0.72, -0.27, 0.40)  -0.4249
O (-1.30, -1.43, -0.19)  -0.0365
N (-0.25, -2.38, -0.69)  0.0768
O (-0.38, -3.40, -0.17)  0.1189
C (-1.82, 0.79, 0.21)  -0.1193
F (-1.36, 2.08, 0.35)  0.0614
C (-2.79, 0.47, 1.36)  -0.3616
O (-3.88, 0.89, 1.52)  0.1990
O (-2.21, -0.47, 2.18)  0.1314
C (-0.84, -0.52, 1.92)  -0.2249
F (-0.27, 0.53, 2.60)  0.0674
H (3.60, -1.25, 1.41)  0.0749
H (1.91, -1.58, 1.11)  0.0519
H (2.45, -1.19, 2.74)  0.0675
H (3.29, 1.05, 1.28)  0.1125
H (1.94, 0.98, 2.37)  0.0610
H (2.05, 1.05, -0.63)  0.1288
H (0.93, 1.85, 0.45)  0.1174
H (-2.30, 0.69, -0.76)  0.1596
H (-0.41, -1.44, 2.30)  0.1796
C (3.21, -3.05, -3.03)  -0.0555
C (3.31, -4.45, -2.45)  -0.4953
C (2.27, -5.38, -3.05)  -0.0579
O (3.20, -4.40, -1.03)  -0.0551
H (2.23, -2.62, -2.80)  0.0672
H (3.96, -2.40, -2.59)  0.0805
H (3.33, -3.04, -4.12)  0.0816
H (4.31, -4.85, -2.63)  0.1376
H (1.27, -5.00, -2.83)  0.0702
H (2.36, -6.38, -2.63)  0.0794
H (2.38, -5.44, -4.13)  0.0827
H (2.33, -4.05, -0.82)  0.0608
C (0.81, 1.67, 6.72)  -0.0583
C (1.92, 1.54, 5.68)  -0.4850
C (2.03, 2.78, 4.81)  -0.0584
O (1.71, 0.39, 4.87)  -0.0625
H (-0.15, 1.81, 6.22)  0.0752
H (0.75, 0.77, 7.33)  0.0782
H (0.98, 2.53, 7.37)  0.0796
H (2.87, 1.36, 6.19)  0.1376
H (1.10, 2.95, 4.25)  0.0702
H (2.84, 2.67, 4.09)  0.0790
H (2.21, 3.68, 5.41)  0.0815
H (0.87, 0.52, 4.41)  0.0552
C (0.32, -7.23, 0.32)  -0.0538
C (-0.28, -7.47, -1.05)  -0.5089
C (-1.80, -7.48, -1.03)  -0.0577
O (0.22, -8.68, -1.63)  -0.0524
H (0.01, -8.03, 1.01)  0.0815
H (1.41, -7.23, 0.27)  0.0805
H (-0.01, -6.28, 0.74)  0.0701
H (0.06, -6.69, -1.73)  0.1092
H (-2.16, -8.28, -0.38)  0.0811
H (-2.20, -7.64, -2.03)  0.0796
H (-2.19, -6.53, -0.64)  0.0764
H (-0.05, -9.41, -1.06)  0.0860
C (-2.06, -0.37, -3.65)  -0.0461
C (-0.89, 0.05, -4.53)  -0.4968
C (-1.23, -0.03, -6.00)  -0.0617
O (0.26, -0.75, -4.24)  -0.0590
H (-2.34, -1.41, -3.85)  0.0859
H (-1.78, -0.30, -2.60)  0.0459
H (-2.93, 0.26, -3.83)  0.0845
H (-0.60, 1.07, -4.28)  0.1192
H (-1.49, -1.06, -6.28)  0.0809
H (-0.38, 0.29, -6.61)  0.0822
H (-2.09, 0.61, -6.24)  0.0708
H (0.05, -1.66, -4.45)  0.0795
C (-2.36, 5.28, 4.56)  -0.0553
C (-0.96, 5.21, 5.16)  -0.5053
C (-0.76, 6.24, 6.25)  -0.0581
O (0.03, 5.34, 4.14)  -0.0628
H (-2.53, 6.26, 4.11)  0.0814
H (-2.48, 4.52, 3.78)  0.0779
H (-3.12, 5.12, 5.32)  0.0810
H (-0.79, 4.21, 5.57)  0.1190
H (-0.89, 7.25, 5.85)  0.0811
H (0.25, 6.17, 6.67)  0.0772
H (-1.48, 6.11, 7.06)  0.0803
H (-0.07, 6.21, 3.73)  0.0886
C (-2.65, 4.93, -3.92)  -0.0595
C (-1.34, 4.42, -4.48)  -0.4977
C (-0.64, 5.45, -5.36)  -0.0605
O (-1.53, 3.19, -5.19)  -0.0647
H (-3.34, 5.17, -4.74)  0.0815
H (-3.12, 4.18, -3.29)  0.0775
H (-2.50, 5.83, -3.33)  0.0804
H (-0.68, 4.14, -3.65)  0.1378
H (-1.27, 5.70, -6.21)  0.0813
H (0.30, 5.05, -5.74)  0.0799
H (-0.44, 6.36, -4.80)  0.0801
H (-2.11, 3.38, -5.94)  0.0909

highest occupied orbital energy	-10.12	eV
electronic energy	-2068.7362	a.u.
SMILES string	CCCO[C@]1(ON=O)[C@H](F)C(=O)O[C@@H]1F.CC(C)O.CC(C)O.CC(C)O.CC(C)O.CC(C)O.CC(C)O
gap between HOMO and LUMO	9.36	eV

=====

# 5
# C26H28BrHgIN3SSb

C26H28BrHgIN3SSb as an isolated structure (ωB97M-V with the def2-TZVPD basis set, the OMol25 dataset).

Last column: natural (NBO) charge in e.
Element x y z (Å)
Hg (0.54, 0.06, 0.17)  0.7235
C (0.09, 2.12, -2.56)  -0.6545
C (-0.62, 2.96, -1.54)  0.2362
C (-1.41, 4.04, -1.91)  -0.2395
C (-2.08, 4.76, -0.93)  -0.1385
C (-1.90, 4.40, 0.40)  -0.2728
C (-1.07, 3.33, 0.69)  -0.0769
N (-0.45, 2.64, -0.26)  -0.5266
Sb (-0.69, 2.99, 2.81)  1.0239
C (1.45, 2.51, 2.81)  -0.0676
C (2.18, 3.24, 3.74)  -0.2798
C (3.55, 3.03, 3.82)  -0.1392
C (4.13, 2.10, 2.99)  -0.2384
C (3.34, 1.40, 2.09)  0.2310
C (3.92, 0.39, 1.15)  -0.6492
N (2.02, 1.61, 2.02)  -0.5145
C (-1.59, 1.02, 3.03)  -0.0735
C (-2.71, 0.94, 3.84)  -0.2820
C (-3.25, -0.31, 4.10)  -0.1358
C (-2.65, -1.43, 3.55)  -0.2396
C (-1.54, -1.27, 2.73)  0.2373
C (-0.88, -2.44, 2.06)  -0.6551
N (-1.03, -0.06, 2.49)  -0.5278
H (-0.13, 2.47, -3.57)  0.2330
H (-0.24, 1.09, -2.48)  0.2281
H (1.17, 2.16, -2.40)  0.2289
H (-1.50, 4.32, -2.95)  0.2292
H (-2.72, 5.59, -1.20)  0.2319
H (-2.40, 4.94, 1.20)  0.2311
H (1.69, 3.96, 4.38)  0.2321
H (4.15, 3.59, 4.53)  0.2318
H (5.20, 1.91, 3.02)  0.2276
H (4.95, 0.14, 1.43)  0.2308
H (3.93, 0.79, 0.13)  0.2295
H (3.32, -0.52, 1.15)  0.2223
H (-3.15, 1.84, 4.27)  0.2320
H (-4.13, -0.42, 4.73)  0.2318
H (-3.02, -2.42, 3.76)  0.2291
H (-1.32, -3.38, 2.39)  0.2331
H (0.19, -2.45, 2.29)  0.2287
H (-0.99, -2.36, 0.98)  0.2283
Br (-5.51, -1.63, -3.24)  0.0930
C (-3.84, -2.52, -3.34)  -0.1796
C (-3.69, -3.55, -4.26)  -0.2178
C (-2.48, -4.22, -4.36)  -0.1925
C (-1.43, -3.88, -3.52)  -0.1918
C (-1.59, -2.87, -2.59)  -0.2917
C (-2.78, -2.18, -2.51)  -0.0545
I (-2.95, -0.61, -1.11)  0.1469
H (-4.53, -3.81, -4.90)  0.2391
H (-2.38, -5.01, -5.09)  0.2291
H (-0.49, -4.41, -3.59)  0.2255
H (-0.78, -2.62, -1.92)  0.2255
C (3.21, -3.43, -1.08)  -0.7383
S (1.98, -2.37, -1.86)  0.1964
C (3.01, -1.45, -3.03)  -0.7378
H (3.54, -4.19, -1.79)  0.2293
H (2.73, -3.91, -0.23)  0.2365
H (4.06, -2.84, -0.74)  0.2196
H (3.83, -0.97, -2.51)  0.2186
H (2.36, -0.69, -3.47)  0.2348
H (3.37, -2.12, -3.81)  0.2298

highest occupied orbital energy (alpha / beta)	-10.32 / -11.13	eV
multiplicity	2
electronic energy	-4835.1385	a.u.
net charge	+1
<S²>	0.754
ΔE to the lowest compared entry with this formula, charge and spin	35.17	kJ/mol
gap between HOMO and LUMO (alpha / beta)	8.14 / 6.45	eV

=====

# 6
# C5H7N

One molecule with the formula C5H7N (ωB97M-V with the def2-TZVPD basis set, the OMol25 dataset).

Last column: natural (NBO) charge in e.
Element x y z (Å)
C (2.73, -0.91, -0.26)  -0.2311
C (1.67, -0.35, -0.38)  -0.0160
C (0.43, 0.38, -0.43)  -0.1683
C (-0.02, 1.14, 0.80)  -0.2240
N (-0.54, -0.17, 0.47)  -0.3924
C (-1.79, -0.53, -0.15)  -0.4114
H (3.68, -1.35, -0.16)  0.2330
H (0.08, 0.62, -1.44)  0.2160
H (-0.63, 2.06, 0.83)  0.2035
H (0.68, 1.11, 1.64)  0.2102
H (-1.62, -1.44, -0.75)  0.2067
H (-2.22, 0.21, -0.84)  0.1668
H (-2.45, -0.77, 0.68)  0.2071

highest occupied orbital energy	-9.06	eV
electronic energy	-249.3408	a.u.
SMILES string	C#C[C@@H]1CN1C
ΔE to the lowest compared entry with this formula, charge and spin	347.85	kJ/mol
gap between HOMO and LUMO	10.18	eV